ORCA calculation (ωB97M-V with the def2-TZVPD basis set) on a molecular structure, C4H9NO2 at a distorted geometry.

Each line ends with the natural charge from an NBO analysis.
Positions of all 16 atoms, in Å:
N  -0.97  -0.53  1.66  -0.843
C  -1.91  -0.13  0.77  0.597
O  -3.11  -0.11  1.02  -0.626
C  -1.50  0.30  -0.59  -0.443
C  0.57  0.94  -0.72  -0.440
C  1.69  -0.10  -0.79  -0.089
O  1.65  -0.89  0.39  -0.737
H  -1.33  -1.00  2.49  0.396
H  -0.04  -0.75  1.35  0.413
H  -0.47  0.10  -1.08  0.241
H  -1.99  1.23  -0.88  0.217
H  0.62  1.61  -1.58  0.227
H  0.57  1.48  0.22  0.239
H  1.62  -0.72  -1.69  0.175
H  2.66  0.43  -0.85  0.186
H  2.14  -1.71  0.24  0.486

Calculated values
Total charge: 0
Energy relative to the best compared isomer or geometry (same formula, charge and spin) (kcal per mole): 103.64
Kohn-Sham gap (eV): 8.86
Spin multiplicity: 1

ORCA calculation (ωB97M-V with the def2-TZVPD basis set) on C4H9NO2 in the gas phase.

Each line ends with the natural charge from an NBO analysis.
Positions of all 16 atoms, in Å:
N  -2.71  -0.81  -0.74  -0.828
C  -1.77  -0.36  0.13  0.677
O  -2.01  -0.39  1.33  -0.628
C  -0.43  0.12  -0.40  -0.503
C  0.66  -0.20  0.62  -0.420
C  1.90  0.65  0.49  -0.055
O  2.61  0.25  -0.67  -0.727
H  -3.55  -1.14  -0.28  0.405
H  -2.62  -0.89  -1.75  0.399
H  -0.21  -0.32  -1.37  0.216
H  -0.44  1.21  -0.61  0.228
H  0.21  0.02  1.58  0.241
H  0.90  -1.28  0.65  0.213
H  1.56  1.70  0.41  0.149
H  2.53  0.63  1.40  0.163
H  3.36  0.84  -0.80  0.469

Calculated values
SMILES: NC(=O)CCCO
Total charge: 0
Energy relative to the best compared isomer or geometry (same formula, charge and spin) (kcal per mole): 16.23
Kohn-Sham gap (eV): 10.74
Spin multiplicity: 1

ORCA calculation (ωB97M-V with the def2-TZVPD basis set) on C4H9NO2 in the gas phase.

Each line ends with the natural charge from an NBO analysis.
Positions of all 16 atoms, in Å:
N  1.47  0.43  1.28  -0.846
C  1.28  -0.88  0.97  0.676
O  1.83  -1.79  1.57  -0.623
C  0.35  -1.14  -0.22  -0.507
C  -1.05  -0.50  -0.12  -0.425
C  -1.23  0.78  -0.92  -0.059
O  -0.34  1.79  -0.47  -0.749
H  2.03  0.64  2.09  0.398
H  0.95  1.16  0.80  0.422
H  0.85  -0.79  -1.12  0.217
H  0.28  -2.23  -0.29  0.239
H  -1.80  -1.21  -0.48  0.221
H  -1.30  -0.29  0.93  0.217
H  -1.05  0.56  -1.99  0.164
H  -2.25  1.16  -0.82  0.173
H  -0.01  2.28  -1.22  0.482

Calculated values
SMILES: NC(=O)CCCO
Total charge: 0
Energy relative to the best compared isomer or geometry (same formula, charge and spin) (kcal per mole): 12.85
Kohn-Sham gap (eV): 10.01
Spin multiplicity: 1

ORCA calculation (ωB97M-V with the def2-TZVPD basis set) on C4H9NO2 in the gas phase at a distorted geometry.

Each line ends with the natural charge from an NBO analysis.
Positions of all 16 atoms, in Å:
C  -2.50  0.09  -0.31  -0.607
C  -1.04  0.54  -0.28  -0.427
C  -0.22  -0.27  0.71  -0.072
O  1.14  0.18  0.74  -0.510
C  1.86  -0.35  -0.26  0.876
N  3.14  0.09  -0.36  -0.844
O  1.44  -1.15  -1.08  -0.673
H  -2.96  0.19  0.68  0.200
H  -3.08  0.68  -1.01  0.216
H  -2.58  -0.96  -0.61  0.208
H  -0.59  0.41  -1.27  0.220
H  -0.97  1.60  -0.02  0.200
H  -0.60  -0.16  1.74  0.185
H  -0.22  -1.33  0.43  0.206
H  3.62  0.70  0.28  0.410
H  3.54  -0.42  -1.12  0.413

Calculated values
SMILES: CCCOC(N)=O
Total charge: 0
Energy relative to the best compared isomer or geometry (same formula, charge and spin) (kcal per mole): 7.29
Kohn-Sham gap (eV): 11.24
Spin multiplicity: 1

ORCA calculation (ωB97M-V with the def2-TZVPD basis set) on C4H9NO2 in the gas phase.

Each line ends with the natural charge from an NBO analysis.
Positions of all 16 atoms, in Å:
C  -1.23  1.43  -0.04  -0.604
C  -0.40  0.22  0.39  -0.098
C  -1.09  -1.09  0.04  -0.060
O  -0.32  -2.21  0.40  -0.714
N  0.83  0.26  -0.34  -0.549
C  1.98  0.06  0.15  0.407
O  2.99  0.15  -0.73  -0.667
H  -0.71  2.36  0.21  0.217
H  -2.21  1.42  0.43  0.209
H  -1.36  1.41  -1.13  0.213
H  -0.24  0.24  1.48  0.177
H  -2.04  -1.17  0.58  0.182
H  -1.31  -1.09  -1.04  0.162
H  0.47  -2.20  -0.15  0.467
H  2.29  -0.17  1.17  0.166
H  2.46  0.36  -1.52  0.492

Calculated values
SMILES: C[C@@H](CO)/N=C/O
Total charge: 0
Energy relative to the best compared isomer or geometry (same formula, charge and spin) (kcal per mole): 35.12
Kohn-Sham gap (eV): 10.91
Spin multiplicity: 1

ORCA calculation (ωB97M-V with the def2-TZVPD basis set) on C4H9NO2 in the gas phase at a distorted geometry.

Each line ends with the natural charge from an NBO analysis.
Positions of all 16 atoms, in Å:
C  1.14  1.09  0.52  -0.437
N  0.89  -0.21  -0.15  -0.445
C  2.00  -0.98  -0.21  0.518
O  3.15  -0.48  -0.26  -0.625
C  -0.49  -0.75  -0.36  -0.235
C  -1.57  0.25  0.00  -0.078
O  -2.86  -0.37  -0.08  -0.727
H  1.89  1.68  -0.12  0.242
H  1.54  1.03  1.59  0.204
H  0.14  1.47  0.78  0.202
H  1.90  -2.09  -0.38  0.125
H  -0.50  -0.97  -1.45  0.212
H  -0.68  -1.57  0.33  0.212
H  -1.62  1.26  -0.53  0.183
H  -1.46  0.48  1.09  0.169
H  -3.46  0.14  -0.75  0.480

Calculated values
SMILES: CN(C=O)CCO
Total charge: 0
Energy relative to the best compared isomer or geometry (same formula, charge and spin) (kcal per mole): 58.13
Kohn-Sham gap (eV): 9.83
Spin multiplicity: 1

ORCA calculation (ωB97M-V with the def2-TZVPD basis set) on C4H9NO2 in the gas phase at a distorted geometry.

Each line ends with the natural charge from an NBO analysis.
Positions of all 16 atoms, in Å:
C  -2.12  0.05  -0.50  -0.619
C  -0.63  0.35  -0.41  0.072
O  -0.39  1.61  0.25  -0.756
C  0.09  -0.71  0.31  -0.610
C  1.46  -0.65  0.43  0.578
N  2.23  0.45  0.40  -0.803
O  2.06  -1.85  0.56  -0.670
H  -2.54  -0.03  0.51  0.210
H  -2.29  -0.90  -1.02  0.219
H  -2.66  0.84  -1.04  0.198
H  -0.23  0.42  -1.44  0.154
H  -0.80  2.30  -0.29  0.462
H  -0.40  -1.24  1.12  0.222
H  3.23  0.41  0.37  0.404
H  1.73  1.32  0.50  0.434
H  1.26  -2.33  0.25  0.506

Calculated values
SMILES: C[C@@H](O)/C=C(\N)O
Total charge: 0
Energy relative to the best compared isomer or geometry (same formula, charge and spin) (kcal per mole): 49.57
Kohn-Sham gap (eV): 8.51
Spin multiplicity: 1

ORCA calculation (ωB97M-V with the def2-TZVPD basis set) on C4H9NO2 in the gas phase.

Each line ends with the natural charge from an NBO analysis.
Positions of all 16 atoms, in Å:
C  1.60  0.14  1.00  -0.614
C  0.13  0.18  0.62  -0.064
C  -0.10  1.10  -0.58  -0.105
O  -1.41  1.63  -0.53  -0.731
N  -0.46  -1.17  0.38  -0.617
C  -1.00  -1.61  -0.80  0.533
O  -0.72  -1.25  -1.93  -0.621
H  1.79  -0.64  1.73  0.212
H  1.90  1.11  1.44  0.216
H  2.24  -0.04  0.13  0.214
H  -0.45  0.60  1.45  0.204
H  0.64  1.91  -0.61  0.166
H  0.03  0.48  -1.47  0.227
H  -1.84  1.50  -1.38  0.478
H  -0.84  -1.63  1.20  0.393
H  -1.76  -2.38  -0.64  0.110

Calculated values
SMILES: C[C@@H](CO)NC=O
Total charge: 0
Energy relative to the best compared isomer or geometry (same formula, charge and spin) (kcal per mole): 28.61
Kohn-Sham gap (eV): 10.56
Spin multiplicity: 1

- Among the records above, which one has the lowest energy relative to the best compared isomer or geometry (same formula, charge and spin)?
  number 4